Record 1
29
Properties=species:S:1:pos:R:3:forces:R:3 method="wB97M-V/def2-TZVPD" e_above_lowest_ev=6.881 gap_ev=7.5589 charge=+1 e_homo_ev=-11.88
N 0.1583 -2.0281 -0.9900 -0.793 0.178 2.123
N 0.9658 -3.1325 -0.6577 2.158 -2.536 1.366
C 0.7679 -4.4021 -1.4588 5.602 -1.021 5.295
C 1.8681 -5.3745 -0.7284 -2.715 4.741 -0.245
N 2.5075 -4.5568 0.4115 -3.198 2.031 -2.941
C 1.9665 -3.1180 0.4804 -1.807 -5.397 -4.395
H -0.8162 -2.3496 -0.7097 1.291 0.849 -0.531
H 0.3889 -1.2721 -0.2771 -0.614 -0.977 -1.148
H 0.0529 -4.6249 -2.3584 1.552 0.963 2.082
H 2.0537 -6.4905 -1.0443 -0.007 2.576 1.206
H 3.2362 -4.9216 1.0633 -0.909 0.459 -0.922
H 2.2321 -2.2452 1.2152 -0.635 -2.010 -1.734
C -0.6848 2.2189 1.8801 0.091 -0.058 0.303
C -0.0863 1.8500 0.5249 -0.351 0.410 0.120
C -0.0934 3.0167 -0.4896 -0.104 -0.211 -0.378
O -1.3699 3.2690 -1.0840 0.658 -0.013 0.401
C -2.2331 4.0781 -0.2989 -0.278 -0.020 -0.248
N -0.7900 0.6717 -0.0030 0.155 -0.175 -0.378
H -1.7757 2.2864 1.8551 0.145 0.009 -0.097
H -0.4308 1.4585 2.6281 -0.059 0.106 -0.154
H -0.2906 3.1771 2.2349 -0.071 -0.124 -0.068
H 0.9608 1.5740 0.7003 -0.026 0.060 -0.146
H 0.5677 2.7433 -1.3208 -0.162 0.015 0.009
H 0.3214 3.9334 -0.0533 -0.126 -0.049 0.118
H -1.6854 4.8411 0.2630 0.011 -0.106 0.019
H -2.8201 3.4534 0.3752 -0.027 0.146 0.199
H -2.9312 4.5823 -0.9734 0.175 -0.096 0.017
H -0.3287 0.3756 -0.8642 -0.168 0.401 -0.055
H -1.7118 0.9864 -0.3204 0.213 -0.150 0.180

=====

Record 2
15
Properties=species:S:1:pos:R:3:forces:R:3 method="wB97M-V/def2-TZVPD" e_above_lowest_ev=1.135 gap_ev=10.3352 e_homo_ev=-9.55
C 0.4573 1.8206 -0.6905 1.031 -0.046 1.278
O 0.1444 1.2815 0.5868 -0.534 -0.864 -0.399
C -0.4667 -0.0106 0.5574 -0.840 1.208 0.804
C -1.9636 0.0805 0.1525 0.268 0.322 0.404
O -2.5999 -0.8512 -0.2563 0.086 0.084 -0.022
C 0.1713 -1.0833 -0.2317 1.433 0.068 0.851
C 1.4843 -1.2815 -0.2298 -0.203 -0.517 -0.793
F 2.3716 -0.3778 0.2525 -0.389 -0.720 -0.029
H 0.5870 2.8562 -0.4672 0.108 0.855 -0.253
H 1.4033 1.4316 -1.0652 -0.034 -0.168 -0.121
H -0.3141 1.6918 -1.3985 -1.034 -0.234 -0.913
H -0.4706 -0.2538 1.6514 -0.156 -0.221 -0.746
H -2.4323 1.0767 0.3250 0.152 -0.144 -0.056
H -0.4995 -1.8084 -0.6450 -0.006 -0.399 -0.217
H 1.9310 -2.1902 -0.6653 0.118 0.778 0.212

=====

Record 3
43
Properties=species:S:1:pos:R:3:forces:R:3 method="wB97M-V/def2-TZVPD" e_above_lowest_ev=0.323 gap_ev=7.4546 e_homo_ev=-9.01
Pd 0.5336 0.4326 0.2080 -0.064 0.770 0.368
Cl 6.1953 0.1805 4.3098 0.028 0.004 0.006
C 4.5862 0.2212 3.6706 0.035 0.028 -0.036
C 4.3589 0.7914 2.4292 0.053 0.043 -0.013
C 3.0673 0.8001 1.9537 -0.334 -0.053 0.100
Cl 2.6973 1.5208 0.3922 0.263 -0.384 -0.134
C 1.9720 0.2665 2.6441 0.120 0.077 -0.128
O 0.7354 0.2919 2.1745 -0.121 -0.041 -0.132
C 2.2625 -0.3024 3.8892 0.078 0.066 0.045
Cl 0.9624 -0.9933 4.8011 -0.013 -0.011 -0.011
C 3.5466 -0.3236 4.4031 -0.074 -0.030 0.016
H 5.1685 1.2128 1.8506 0.000 -0.005 0.003
H 3.7331 -0.7728 5.3679 -0.001 -0.003 -0.002
C -4.5528 -0.7698 1.9007 -0.010 -0.009 -0.003
N -3.5289 -0.1257 1.1107 0.033 0.052 -0.052
C -3.7733 0.7063 -0.0505 0.006 0.000 0.011
C -2.3595 1.1078 -0.4643 -0.014 -0.009 0.113
O -2.0758 1.8807 -1.3292 0.039 0.082 -0.004
N -1.4820 0.4247 0.3812 0.026 -0.333 0.172
C -2.2084 -0.2538 1.2853 -0.011 -0.200 -0.088
N -1.6724 -0.9928 2.2441 0.020 -0.017 -0.020
H -5.4954 -0.2556 1.7294 0.001 -0.004 -0.002
H -4.3260 -0.6901 2.9649 -0.001 0.003 0.001
H -4.6757 -1.8210 1.6315 0.003 -0.004 0.001
H -4.3584 1.5920 0.1983 -0.002 0.003 -0.018
H -4.2595 0.1655 -0.8646 0.003 -0.020 0.005
H -0.6817 -0.8654 2.4476 -0.039 0.036 0.020
H -2.2551 -1.4860 2.8950 0.000 0.013 0.009
F 2.3656 -2.1443 -3.5269 -0.011 -0.022 0.034
C 2.0582 -1.5384 -2.3927 0.002 0.048 -0.076
F 2.1778 -2.4084 -1.3887 0.022 -0.025 0.055
F 2.9089 -0.5404 -2.1733 -0.011 -0.016 -0.035
S 0.2817 -0.9194 -2.4263 -0.250 -0.414 0.003
O 0.3969 0.4316 -1.8045 0.023 0.187 -0.273
O -0.4470 -1.8572 -1.6259 0.027 -0.025 -0.069
N -0.2093 -0.9043 -3.8855 0.149 0.277 0.136
S 0.3829 0.1383 -4.9651 0.116 -0.049 0.027
O 0.1220 -0.3656 -6.2704 -0.005 -0.085 0.024
O 1.6925 0.5907 -4.5944 -0.084 0.049 -0.071
C -0.7545 1.6201 -4.7997 0.047 0.042 -0.038
F -1.8141 1.3310 -4.0558 -0.061 -0.012 -0.006
F -0.1017 2.6415 -4.2550 -0.032 -0.038 0.055
F -1.1743 1.9822 -6.0099 0.043 0.031 0.007

=====

Record 4
15
Properties=species:S:1:pos:R:3:forces:R:3 method="wB97M-V/def2-TZVPD" e_above_lowest_ev=3.573 gap_ev=9.2022 e_homo_ev=-8.39 smiles="NN=C=O.CNN"
N -0.0463 -1.2778 -2.2339 -0.418 -0.207 0.639
N 0.0687 0.0960 -2.2324 0.214 0.564 -0.566
C 0.0994 1.0905 -1.5549 0.478 -1.205 -1.513
O 0.2487 2.2216 -1.2912 -0.253 0.885 0.965
H 0.5287 -1.6417 -2.9902 -0.072 0.165 0.387
H 0.2277 -1.6415 -1.3182 0.189 -0.057 -0.289
C -0.4541 0.9825 1.6633 -0.013 -0.184 -0.020
N -0.3434 0.0303 0.5734 -0.922 -0.433 -0.179
N 0.5225 -1.0712 0.8131 -0.057 0.015 0.133
H -0.7714 0.5243 2.6113 0.017 0.026 -0.042
H -1.1647 1.7542 1.3780 -0.037 0.067 0.015
H 0.5195 1.4557 1.8035 -0.054 0.026 0.046
H -1.2629 -0.3200 0.2313 1.074 0.275 0.620
H 1.4751 -0.7099 0.8145 -0.187 -0.105 -0.012
H 0.3525 -1.4928 1.7322 0.040 0.168 -0.185